Molecular formula: C26H13Cl5FeN14
Method: DFT, ωB97M-V/def2-TZVPD

Summary:
Frontier orbital gap (spin up / spin down) = 7.25 / 7.10 eV
Molecular weight = 754.60 g mol⁻¹
E_HOMO (spin up / spin down) = -5.685 / -5.676 eV
Energy = -145036.257 eV
E_LUMO (spin up / spin down) = 1.565 / 1.427 eV

```
! RIJCOSX wB97M-V def2-TZVPD def2/J DEFGRID3
* xyz -1 6
Fe 0.740 -0.025 0.130
C 2.744 3.886 0.847
C 1.830 4.859 0.468
C 0.535 4.483 0.189
C 0.170 3.138 0.265
N 1.068 2.197 0.581
C 2.315 2.578 0.889
N -1.173 2.870 0.025
C -1.707 1.714 0.066
N -1.164 0.457 0.262
C -2.202 -0.463 0.355
N -2.202 -1.693 0.671
C -1.079 -2.432 1.050
C -1.358 -3.695 1.571
C -0.329 -4.516 1.971
C 0.976 -4.061 1.848
C 1.176 -2.802 1.330
N 0.178 -2.002 0.936
C -3.486 0.245 0.073
C -4.781 -0.223 -0.001
C -5.779 0.708 -0.267
C -5.473 2.059 -0.440
C -4.161 2.512 -0.351
C -3.185 1.571 -0.097
H 3.767 4.127 1.098
H 2.124 5.899 0.403
H -0.230 5.194 -0.086
H 2.994 1.791 1.174
H -2.395 -3.990 1.635
H -0.537 -5.500 2.372
H 1.824 -4.661 2.147
H 2.174 -2.410 1.214
H -4.994 -1.274 0.145
H -6.810 0.386 -0.341
H -6.272 2.761 -0.644
H -3.901 3.556 -0.475
Cl 0.884 1.571 -2.296
C 0.552 -0.015 -2.937
C 0.433 -1.040 -2.010
C 0.246 -2.288 -2.595
Cl 0.176 -3.743 -1.628
C 0.139 -2.485 -3.978
Cl -0.121 -4.065 -4.644
C 0.244 -1.406 -4.846
Cl 0.115 -1.626 -6.555
C 0.468 -0.143 -4.316
Cl 0.639 1.223 -5.363
N 3.607 -0.430 2.161
C 3.744 -0.483 0.795
N 4.904 -0.662 0.203
N 4.595 -0.653 -1.122
N 3.346 -0.485 -1.306
N 2.736 -0.370 -0.077
C 2.423 -0.147 2.829
N 2.350 -0.010 4.137
N 1.039 0.247 4.351
N 0.385 0.261 3.239
N 1.254 0.010 2.233
H 4.444 -0.507 2.711
*
```

So, what does the Mulliken scheme give us? The charges, in e, come out as:
1 Fe 0.5118
2 C -1.2460
3 C -0.3629
4 C -0.6913
5 C 0.0110
6 N 0.5436
7 C -0.1222
8 N -0.4663
9 C 0.1041
10 N 0.6998
11 C -0.0055
12 N -0.4445
13 C -0.0461
14 C -0.4960
15 C -0.5509
16 C -0.9573
17 C -0.0804
18 N 0.7126
19 C -0.1003
20 C -0.1962
21 C -0.6246
22 C -0.6547
23 C -0.0613
24 C -0.0347
25 H 0.4530
26 H 0.3996
27 H 0.5033
28 H 0.2696
29 H 0.5125
30 H 0.3862
31 H 0.4768
32 H 0.1713
33 H 0.5355
34 H 0.3970
35 H 0.3977
36 H 0.5350
37 Cl -0.1801
38 C 1.5327
39 C -1.2992
40 C 0.7269
41 Cl -0.2014
42 C -0.5019
43 Cl -0.2071
44 C 0.7801
45 Cl -0.2140
46 C -0.6353
47 Cl -0.2183
48 N 0.0761
49 C 0.2040
50 N -0.6318
51 N -0.7666
52 N -0.6071
53 N 1.2241
54 C 0.2754
55 N -0.6138
56 N -0.7844
57 N -0.9347
58 N 1.2609
59 H 0.2364